[1]
This record from the OMol25 dataset describes C56H44CaN3O5S4 as an isolated structure. The level of theory is ωB97M-V with the def2-TZVPD basis set.

The charge is -1. The HOMO-LUMO gap is 6.0 eV. The calculation puts the LUMO energy at 1.7 eV. For the HOMO energy, the calculation gives -0.158 Eh. As for the energy above the lowest of the compared OMol25 structures with the same formula, charge and spin: 0.0 kJ/mol.

Atoms and positions in Å:
Ca 1.552 1.855 -0.854
C 4.713 0.416 -4.285
C 3.453 0.495 -3.452
N 3.491 0.830 -2.199
N 4.795 0.813 -1.676
C 4.982 1.340 -0.515
S 3.967 2.219 0.549
S 6.719 1.106 -0.040
C 6.537 0.650 1.695
C 6.454 -0.829 1.956
C 5.604 -1.637 1.202
C 5.491 -2.990 1.478
C 6.232 -3.564 2.505
C 7.086 -2.770 3.255
C 7.192 -1.412 2.979
C 2.201 0.083 -4.126
C 2.245 -0.280 -5.483
C 1.175 -0.842 -6.150
C -0.009 -1.073 -5.445
C -0.109 -0.712 -4.125
C 0.965 -0.092 -3.427
O 0.793 0.274 -2.210
H 5.585 0.618 -3.677
H 4.651 1.156 -5.087
H 4.816 -0.565 -4.748
H 5.618 1.146 2.023
H 7.359 1.095 2.257
H 5.044 -1.193 0.386
H 4.822 -3.604 0.887
H 6.145 -4.624 2.713
H 7.674 -3.205 4.054
H 7.860 -0.793 3.569
H 3.157 -0.121 -6.041
H 1.260 -1.105 -7.196
H -0.857 -1.531 -5.944
H -1.027 -0.860 -3.566
O 0.092 5.685 -0.659
C 0.841 4.741 -0.399
O 1.565 4.060 -1.177
C 0.972 4.344 1.080
C 1.458 5.287 1.982
C 1.624 4.910 3.299
C 1.288 3.614 3.678
C 0.808 2.751 2.712
N 0.650 3.097 1.431
H 1.703 6.278 1.628
H 2.017 5.610 4.027
H 1.410 3.274 4.697
H 0.544 1.727 2.954
C -5.851 6.177 1.369
C -4.851 5.089 1.085
C -3.776 5.324 0.235
C -2.840 4.336 -0.040
C -2.999 3.096 0.555
C -4.043 2.838 1.431
C -4.969 3.836 1.685
S -1.783 1.834 0.217
O -0.964 2.369 -0.909
C -2.882 0.617 -0.522
C -3.407 0.922 -1.796
C -4.151 -0.003 -2.457
C -4.383 -1.280 -1.884
C -5.119 -2.268 -2.582
C -5.304 -3.512 -2.053
C -4.757 -3.827 -0.792
C -4.047 -2.893 -0.092
C -3.843 -1.589 -0.614
C -3.068 -0.602 0.079
C -2.424 -0.982 1.380
C -3.216 -1.127 2.562
C -4.611 -0.871 2.568
C -5.341 -1.002 3.715
C -4.718 -1.401 4.916
C -3.375 -1.646 4.940
C -2.589 -1.508 3.770
C -1.185 -1.726 3.801
C -0.436 -1.566 2.678
C -1.072 -1.210 1.469
S -0.096 -0.743 0.053
O 1.072 0.005 0.643
C 0.558 -2.291 -0.522
C -0.281 -3.348 -0.838
C 0.248 -4.456 -1.481
C 1.595 -4.507 -1.829
C 2.149 -5.672 -2.602
C 2.413 -3.432 -1.493
C 1.905 -2.317 -0.846
H -6.161 6.676 0.450
H -5.422 6.938 2.024
H -6.741 5.780 1.857
H -3.652 6.300 -0.219
H -1.984 4.537 -0.674
H -4.136 1.870 1.913
H -5.794 3.643 2.362
H -3.174 1.885 -2.232
H -4.554 0.212 -3.440
H -5.523 -2.017 -3.556
H -5.863 -4.260 -2.601
H -4.896 -4.817 -0.377
H -3.628 -3.150 0.872
H -5.095 -0.568 1.648
H -6.404 -0.799 3.702
H -5.307 -1.507 5.818
H -2.885 -1.944 5.859
H -0.722 -2.003 4.740
H 0.641 -1.683 2.682
H -1.337 -3.314 -0.591
H -0.401 -5.288 -1.731
H 1.536 -6.564 -2.472
H 3.166 -5.907 -2.289
H 2.179 -5.442 -3.670
H 3.463 -3.452 -1.764
H 2.529 -1.462 -0.621

=====

[2]
This record from the OMol25 dataset describes C56H46AsCl5N7O3Ti as an isolated structure. The level of theory is ωB97M-V with the def2-TZVPD basis set.

The HOMO-LUMO gap (spin up / spin down) is 6.9 / 7.0 eV. The calculation puts the LUMO energy (spin up / spin down) at -0.4 / -0.4 eV. As for the spin multiplicity: 2. For the HOMO energy (spin up / spin down), the calculation gives -0.271 / -0.274 Eh. As for the expectation value of S²: 0.75.

Atoms and positions in Å:
Ti -0.095 0.078 -0.341
Cl -1.772 1.166 2.949
C -2.735 0.511 1.624
C -2.256 0.502 0.316
C -3.214 0.334 -0.642
Cl -2.926 0.571 -2.383
C -4.485 -0.134 -0.382
Cl -5.598 -0.421 -1.756
C -4.972 -0.294 0.924
Cl -6.559 -0.742 1.182
C -4.098 0.164 1.885
Cl -4.832 0.083 3.476
O 1.945 0.236 -0.859
N 2.238 0.473 -2.080
N 1.214 0.418 -2.883
O -0.012 0.354 -2.319
C 1.439 0.363 -4.288
C 0.381 0.267 -5.161
C 0.594 -0.149 -6.475
C 1.830 -0.470 -6.970
C 2.889 -0.328 -6.094
C 2.718 0.063 -4.775
H -0.615 0.574 -4.755
H -0.248 -0.199 -7.097
H 1.983 -0.757 -8.018
H 3.836 -0.536 -6.495
H 3.586 0.171 -4.103
C 3.411 12.014 6.191
O 3.981 10.706 6.207
C 3.293 9.629 5.769
C 2.099 9.743 5.013
C 1.556 8.657 4.369
C 2.113 7.380 4.525
C 3.237 7.272 5.301
C 3.874 8.363 5.887
C 1.634 6.158 3.813
N 2.097 4.920 4.058
C 1.564 4.131 3.037
C 0.776 4.924 2.234
N 0.848 6.188 2.710
C 0.026 4.419 1.124
C -0.714 5.125 0.181
C -1.146 4.492 -0.933
C -1.052 3.125 -1.089
N -0.325 2.424 -0.254
C 0.183 3.047 0.810
C 0.991 2.238 1.653
N 1.037 0.921 1.331
C 1.844 0.055 2.000
C 2.530 0.522 3.149
C 2.528 1.848 3.453
C 1.735 2.768 2.715
H 4.277 12.629 6.508
H 2.490 12.122 6.763
H 3.128 12.302 5.194
H 1.639 10.733 4.881
H 0.602 8.699 3.874
H 3.694 6.282 5.490
H 4.760 8.255 6.436
H 0.550 7.033 2.257
H -0.968 6.166 0.333
H -1.603 5.053 -1.717
H -1.304 2.617 -1.991
H 1.938 -0.901 1.531
H 3.008 -0.236 3.689
H 3.195 2.295 4.163
C -6.823 -4.657 -2.028
C -5.362 -4.306 -1.837
C -4.455 -4.423 -2.852
C -3.090 -4.074 -2.765
C -2.266 -4.277 -3.968
C -2.671 -3.501 -1.553
As -0.933 -2.609 -1.782
N -0.300 -1.901 -0.202
C 0.440 -2.516 0.819
C -0.088 -2.538 2.152
C 0.620 -3.045 3.208
C 1.865 -3.661 2.943
C 2.391 -3.689 1.652
C 1.693 -3.113 0.592
C 0.344 -4.173 -1.844
C 1.437 -4.011 -2.763
C 1.767 -2.804 -3.638
C 2.292 -5.057 -2.925
C 2.109 -6.278 -2.298
C 3.014 -7.467 -2.583
C 1.090 -6.363 -1.347
C 0.153 -5.308 -1.101
C -0.933 -5.629 -0.128
C -3.520 -3.399 -0.434
C -3.146 -2.845 0.950
C -4.860 -3.858 -0.626
H -7.355 -3.907 -2.619
H -7.286 -4.754 -1.070
H -6.939 -5.672 -2.447
H -4.806 -4.763 -3.812
H -2.864 -4.380 -4.885
H -1.623 -5.133 -3.891
H -1.476 -3.419 -4.081
H -1.076 -2.085 2.394
H 0.161 -3.033 4.195
H 2.474 -4.080 3.733
H 3.364 -4.167 1.445
H 1.966 -3.107 -0.471
H 0.955 -2.158 -4.014
H 2.309 -3.189 -4.495
H 2.406 -2.216 -3.015
H 3.115 -4.928 -3.651
H 3.935 -7.286 -3.067
H 2.509 -8.230 -3.079
H 3.140 -8.001 -1.634
H 0.974 -7.309 -0.884
H -1.091 -4.796 0.532
H -0.555 -6.518 0.398
H -1.909 -5.913 -0.513
H -2.689 -1.818 0.845
H -2.569 -3.461 1.601
H -4.141 -2.747 1.388
H -5.455 -3.843 0.304

=====

[3]
This record from the OMol25 dataset describes C56H49BrN12ReS4 as an isolated structure. The level of theory is ωB97M-V with the def2-TZVPD basis set.

The charge is +2. The HOMO-LUMO gap (spin up / spin down) is 7.1 / 7.0 eV. The calculation puts the LUMO energy (spin up / spin down) at -5.0 / -5.3 eV. As for the spin multiplicity: 4. For the HOMO energy (spin up / spin down), the calculation gives -0.443 / -0.450 Eh. As for the energy above the lowest of the compared OMol25 structures with the same formula, charge and spin: 259.4 kJ/mol. As for the expectation value of S²: 3.78.

Atoms and positions in Å:
Re -0.478 -0.166 -0.350
N 1.202 -0.802 0.549
S 1.879 -1.801 1.373
N 2.757 -2.894 0.516
S 3.327 -2.465 -0.846
N 2.372 -2.127 -2.022
S 0.805 -2.552 -2.157
N -0.266 -1.751 -1.566
C 0.664 -4.238 -1.614
C -0.350 -4.499 -0.705
C -0.518 -5.801 -0.254
C 0.320 -6.807 -0.710
C 1.333 -6.528 -1.626
C 1.509 -5.236 -2.093
C 0.673 -2.594 -3.921
C -0.571 -2.257 -4.437
C -0.754 -2.311 -5.811
C 0.289 -2.697 -6.640
C 1.532 -3.019 -6.108
C 1.733 -2.967 -4.739
C 4.434 -1.090 -0.750
C 3.922 0.200 -0.845
C 4.798 1.267 -0.756
C 6.155 1.046 -0.557
C 6.646 -0.246 -0.430
C 5.788 -1.330 -0.531
C 4.349 -3.823 -1.285
C 4.834 -3.846 -2.589
C 5.646 -4.900 -2.970
C 5.967 -5.897 -2.052
C 5.483 -5.847 -0.752
C 4.666 -4.798 -0.352
C 3.103 -1.074 2.424
C 3.292 0.292 2.331
C 4.336 0.860 3.047
C 5.148 0.066 3.845
C 4.924 -1.304 3.944
C 3.897 -1.889 3.225
C 0.995 -3.003 2.354
C 1.409 -4.337 2.412
C 0.695 -5.225 3.199
C -0.418 -4.794 3.907
C -0.820 -3.469 3.838
C -0.112 -2.560 3.067
H -0.992 -3.694 -0.370
H -1.309 -6.023 0.451
H 0.175 -7.824 -0.368
H 1.976 -7.320 -1.985
H 2.275 -5.020 -2.827
H -1.365 -1.949 -3.770
H -1.715 -2.049 -6.233
H 0.136 -2.745 -7.710
H 2.347 -3.302 -6.762
H 2.701 -3.192 -4.317
H 2.861 0.363 -0.958
H 4.418 2.278 -0.839
H 6.836 1.886 -0.500
H 7.701 -0.415 -0.264
H 6.174 -2.336 -0.443
H 4.595 -3.047 -3.278
H 6.032 -4.944 -3.980
H 6.610 -6.714 -2.354
H 5.743 -6.624 -0.045
H 4.281 -4.735 0.655
H 2.619 0.887 1.727
H 4.505 1.928 2.991
H 5.960 0.517 4.401
H 5.549 -1.914 4.585
H 3.714 -2.955 3.292
H 2.254 -4.679 1.842
H 1.007 -6.260 3.251
H -0.980 -5.498 4.508
H -1.697 -3.143 4.382
H -0.402 -1.524 3.011
C -3.391 1.413 -0.216
N -2.178 1.076 -0.974
C -1.950 1.772 -2.043
C -0.716 1.643 -2.697
C -0.252 2.092 -3.925
C 1.027 1.551 -4.070
C 1.281 0.805 -2.923
N 0.240 0.873 -2.060
C -3.245 1.494 1.317
C -4.307 0.640 1.971
C -4.491 0.402 3.268
C -3.710 0.936 4.393
C -2.705 1.805 4.301
C -2.157 2.349 3.017
H -4.158 0.679 -0.457
H -3.745 2.381 -0.574
H -2.691 2.484 -2.403
H -0.798 2.705 -4.627
H 1.702 1.677 -4.903
H 2.164 0.230 -2.709
H -5.025 0.196 1.289
H -5.329 -0.232 3.533
H -4.025 0.620 5.382
H -2.232 2.160 5.210
H -1.328 3.023 3.219
S -3.700 -3.035 1.523
C -2.539 -2.045 1.080
N -1.668 -1.305 0.762
Br 1.282 3.067 -0.040
C -0.413 2.745 0.752
C -1.247 3.950 0.797
C -2.512 3.996 1.235
C -3.208 2.923 2.002
C -1.851 1.263 1.973
N -0.713 1.549 1.076
H -0.807 4.831 0.353
H -3.035 4.939 1.112
H -4.158 3.255 2.412
H -1.693 0.285 2.395
N -0.151 0.361 8.251
C -0.282 0.103 6.941
N -1.225 -0.781 6.562
N 0.521 0.729 6.115
C 0.480 0.502 4.820
N 0.583 0.379 3.667
H -0.669 -0.137 8.951
H 0.606 0.957 8.538
H -1.859 -1.190 7.225
H -1.457 -0.848 5.585

=====

[4]
This record from the OMol25 dataset describes C56H50N5O7PS3Ti as an isolated structure. The level of theory is ωB97M-V with the def2-TZVPD basis set.

The charge is -2. The HOMO-LUMO gap (spin up / spin down) is 4.2 / 4.2 eV. The calculation puts the LUMO energy (spin up / spin down) at 3.6 / 3.6 eV. For the HOMO energy (spin up / spin down), the calculation gives -0.023 / -0.024 Eh. As for the energy above the lowest of the compared OMol25 structures with the same formula, charge and spin: 0.0 kJ/mol.

Atoms and positions in Å:
Ti -1.198 -0.341 -0.440
O -1.938 -0.597 7.527
C -2.767 -1.273 6.671
O -3.499 -2.109 7.149
C -2.701 -0.931 5.256
C -3.645 -1.517 4.394
C -3.654 -1.256 3.048
C -2.666 -0.428 2.451
C -1.738 0.176 3.324
C -1.761 -0.062 4.675
N -2.592 -0.269 1.099
C -3.767 -0.458 0.393
C -3.755 -1.331 -0.669
C -4.931 -1.736 -1.377
C -4.862 -2.783 -2.239
C -3.608 -3.423 -2.451
C -2.500 -2.929 -1.815
N -2.521 -1.917 -0.937
H -1.445 0.070 7.036
H -4.370 -2.188 4.836
H -4.379 -1.744 2.409
H -1.015 0.859 2.897
H -1.014 0.447 5.279
H -4.698 -0.041 0.766
H -5.846 -1.186 -1.205
H -5.743 -3.116 -2.774
H -3.521 -4.256 -3.135
H -1.524 -3.354 -2.023
S -1.895 4.501 -2.414
C -2.329 2.884 -2.593
S -2.683 2.302 -4.132
S -2.539 1.863 -1.169
C 4.755 0.186 -3.493
O 4.193 -0.823 -2.681
C 4.774 -1.096 -1.475
C 6.095 -0.763 -1.218
C 6.718 -1.120 -0.029
C 5.992 -1.814 0.922
C 4.672 -2.135 0.674
C 4.015 -1.782 -0.510
N 2.695 -2.238 -0.623
C 1.517 -1.719 -1.129
N 1.532 -0.831 -2.125
C 0.412 -0.727 -3.006
C -0.867 -0.499 -2.504
C -1.908 -0.561 -3.441
C -1.688 -0.864 -4.769
C -0.397 -1.058 -5.244
C 0.662 -0.960 -4.363
O 1.993 -1.114 -4.725
C 2.249 -1.602 -6.012
N 0.372 -2.071 -0.589
C 0.148 -3.282 0.043
C -0.602 -3.352 1.220
C -0.965 -4.571 1.765
C -0.590 -5.754 1.148
C 0.141 -5.713 -0.033
C 0.516 -4.499 -0.578
O 1.213 -4.385 -1.758
C 0.879 -5.299 -2.779
H 5.696 -0.141 -3.945
H 4.914 1.111 -2.932
H 4.027 0.364 -4.282
H 6.671 -0.222 -1.955
H 7.751 -0.854 0.144
H 6.445 -2.097 1.863
H 4.108 -2.670 1.429
H 2.475 -2.872 0.133
H 2.437 -0.621 -2.519
H -2.927 -0.387 -3.120
H -2.527 -0.939 -5.450
H -0.250 -1.283 -6.292
H 3.330 -1.721 -6.088
H 1.907 -0.912 -6.792
H 1.773 -2.576 -6.171
H -0.918 -2.421 1.675
H -1.550 -4.591 2.675
H -0.875 -6.706 1.575
H 0.405 -6.638 -0.531
H 1.157 -4.825 -3.719
H -0.194 -5.509 -2.789
H 1.436 -6.238 -2.678
C 1.763 3.436 4.843
C 2.377 3.113 3.641
C 1.637 3.038 2.470
C 0.260 3.287 2.460
C -0.344 3.596 3.685
C 0.396 3.681 4.854
P -0.772 2.836 0.969
C 0.414 3.460 -0.308
C 0.746 2.652 -1.391
C 1.661 3.072 -2.343
C 2.255 4.317 -2.232
C 1.949 5.127 -1.148
C 1.052 4.694 -0.186
C -2.029 4.173 1.192
C -3.152 3.770 1.915
C -4.160 4.665 2.239
C -4.072 5.983 1.816
C -2.982 6.383 1.059
C -1.966 5.488 0.749
H 2.341 3.498 5.758
H 3.441 2.907 3.610
H 2.129 2.764 1.546
H -1.412 3.769 3.725
H -0.099 3.931 5.786
H 0.283 1.686 -1.504
H 1.897 2.424 -3.180
H 2.961 4.660 -2.980
H 2.416 6.100 -1.051
H 0.852 5.320 0.674
H -3.238 2.727 2.205
H -5.016 4.333 2.814
H -4.854 6.693 2.063
H -2.919 7.404 0.700
H -1.154 5.815 0.121
C 1.591 -0.478 2.414
C 1.449 0.142 1.026
O 2.440 0.498 0.413
O 0.229 0.243 0.589
H 2.050 0.247 3.085
H 2.248 -1.345 2.343
H 0.621 -0.774 2.804

=====

no.,F_max (eV/A)
1,0.5
2,3.4
3,0.8
4,2.0